[1]
Entry from OMol25: a 15-piece molecular cluster, C22H74O26 overall in a non-equilibrium geometry (ωB97M-V/def2-TZVPD).

Structure (XYZ):
```
122
Properties=species:S:1:pos:R:3:lowdin_charge:R:1
C 5.082 0.613 -4.343 -0.218
C 4.308 1.682 -3.683 -0.222
O 3.004 1.172 -3.394 -0.103
O 5.348 -0.429 -3.381 -0.069
H 5.989 1.018 -4.734 0.117
H 4.543 0.161 -5.133 0.113
H 4.273 2.576 -4.267 0.117
H 4.849 1.908 -2.743 0.138
H 2.417 1.930 -3.119 0.061
H 6.079 -0.993 -3.652 0.098
C 3.893 -0.150 2.606 -0.215
C 4.272 -1.217 3.678 -0.212
O 3.141 -1.895 4.206 -0.082
O 3.016 -0.665 1.614 -0.072
H 4.869 0.179 2.165 0.129
H 3.385 0.687 3.121 0.105
H 4.865 -0.747 4.473 0.127
H 4.863 -1.962 3.161 0.110
H 2.712 -2.225 3.390 0.040
H 2.517 0.024 1.208 0.024
C 1.147 -3.953 -1.496 -0.191
C -0.185 -4.634 -1.165 -0.228
O -0.162 -4.991 0.205 -0.070
O 1.069 -2.743 -0.736 -0.094
H 1.243 -3.833 -2.576 0.122
H 1.924 -4.641 -1.093 0.135
H -0.359 -5.522 -1.756 0.114
H -0.961 -3.874 -1.424 0.129
H -0.806 -4.530 0.771 0.059
H 1.857 -2.252 -0.960 0.033
C -2.887 -0.938 -4.801 -0.249
C -1.711 -1.832 -4.346 -0.288
O -0.657 -1.916 -5.232 -0.066
O -2.671 0.373 -4.398 -0.070
H -3.741 -1.377 -4.275 0.116
H -2.988 -0.968 -5.884 0.120
H -2.106 -2.866 -4.179 0.118
H -1.389 -1.548 -3.325 0.116
H 0.158 -1.686 -4.733 0.052
H -2.034 0.731 -5.022 0.086
C -2.100 -2.861 3.293 -0.204
C -2.128 -1.301 3.534 -0.164
O -2.417 -0.647 2.303 -0.094
O -1.276 -3.281 2.254 -0.088
H -3.128 -3.121 3.066 0.089
H -1.809 -3.333 4.223 0.120
H -1.169 -0.965 3.893 0.083
H -2.889 -0.981 4.227 0.123
H -1.732 -0.905 1.680 0.040
H -0.382 -2.892 2.401 0.066
C -0.367 4.297 -3.179 -0.209
C 1.155 4.243 -3.339 -0.185
O 1.651 3.276 -2.384 -0.127
O -0.572 4.617 -1.789 -0.102
H -0.868 3.371 -3.484 0.128
H -0.682 5.123 -3.782 0.107
H 1.612 5.263 -3.089 0.145
H 1.471 3.894 -4.326 0.121
H 1.093 3.365 -1.560 0.083
H -1.455 4.222 -1.539 0.073
C -5.478 1.190 0.663 -0.196
C -5.531 0.851 -0.802 -0.239
O -5.001 1.896 -1.614 -0.097
O -4.074 1.194 0.985 -0.094
H -5.993 0.402 1.205 0.101
H -5.931 2.207 0.881 0.144
H -6.589 0.772 -1.095 0.123
H -4.924 -0.066 -0.983 0.105
H -4.367 1.483 -2.275 0.121
H -3.813 0.549 1.633 0.037
C -0.303 1.359 0.380 -0.151
C -0.647 0.275 -0.614 -0.186
O -0.859 -1.004 -0.016 -0.075
O 1.051 1.045 0.886 -0.092
H -0.969 1.238 1.244 0.119
H -0.353 2.380 -0.032 0.101
H 0.055 0.209 -1.437 0.126
H -1.623 0.487 -1.072 0.120
H -0.181 -1.602 -0.281 0.028
H 1.453 1.921 1.018 0.058
C 3.591 3.938 1.559 -0.262
C 2.354 4.850 1.553 -0.188
O 1.314 4.182 0.786 -0.084
O 4.019 3.781 0.246 -0.059
H 3.307 2.968 1.908 0.086
H 4.371 4.359 2.237 0.140
H 2.682 5.763 1.085 0.111
H 2.076 5.113 2.638 0.144
H 0.608 4.783 0.540 0.088
H 3.181 3.751 -0.250 0.066
C 0.301 1.259 5.429 -0.243
C 0.495 -0.026 6.266 -0.245
O 0.478 -1.219 5.523 -0.064
O 1.281 1.352 4.408 -0.074
H 0.442 2.116 6.118 0.124
H -0.702 1.313 4.983 0.112
H -0.237 -0.039 7.068 0.111
H 1.479 0.189 6.785 0.134
H 1.336 -1.480 5.183 0.053
H 1.119 0.613 3.825 0.057
C -4.000 -2.635 0.025 -0.219
C -5.199 -2.410 0.944 -0.246
O -5.458 -3.598 1.656 -0.045
O -3.632 -1.598 -0.882 -0.069
H -4.168 -3.562 -0.551 0.132
H -3.150 -2.897 0.647 0.093
H -6.058 -2.159 0.347 0.114
H -5.111 -1.504 1.593 0.110
H -4.762 -3.797 2.285 0.062
H -2.787 -1.413 -0.500 0.025
O 3.599 -1.711 -1.478 -0.039
H 3.779 -1.610 -0.530 0.057
H 4.050 -0.971 -1.872 0.021
O -2.873 3.260 -0.512 -0.063
H -2.872 2.617 0.223 0.027
H -3.624 2.940 -1.021 0.001
O 1.743 -1.279 -3.579 -0.069
H 2.216 -0.423 -3.736 0.028
H 2.322 -1.688 -2.918 -0.004
O 1.397 -3.166 2.386 -0.034
H 1.809 -2.715 1.641 0.040
H 1.185 -4.082 2.117 0.084
```

Computed properties:
HOMO level: -0.3409 Eh
energy above the lowest of the compared OMol25 structures with the same formula, charge and spin: 0.0 kJ/mol
HOMO-LUMO gap: 9.67 eV
total energy: -77245.9434 eV

[2]
Entry from OMol25: C23H10Cl2IrN4O7 as an isolated structure in a non-equilibrium geometry (ωB97M-V/def2-TZVPD).

Structure (XYZ):
```
47
Properties=species:S:1:pos:R:3:lowdin_charge:R:1
Ir -0.493 -0.254 -0.076 1.508
Cl -5.108 3.339 3.444 0.645
C -4.236 2.606 2.134 -0.681
C -2.978 2.086 2.389 -0.039
C -2.257 1.484 1.366 -0.204
N -0.998 0.866 1.497 -0.066
C -0.150 1.269 2.507 -0.417
O -0.341 2.246 3.211 0.059
C 1.040 0.390 2.800 -0.201
C 2.011 0.855 3.678 0.003
C 3.035 -0.009 4.032 -0.059
C 3.028 -1.302 3.530 -0.048
C 2.011 -1.667 2.658 -0.113
N 1.057 -0.827 2.286 0.096
C -2.815 1.420 0.076 -0.215
C -4.073 1.950 -0.172 -0.041
C -4.782 2.540 0.861 -0.685
Cl -6.358 3.187 0.521 0.640
N -2.006 0.746 -0.846 -0.083
C -2.063 1.023 -2.185 -0.429
O -2.786 1.846 -2.711 0.076
C -1.175 0.150 -3.032 -0.179
C -1.215 0.301 -4.409 0.008
C -0.480 -0.574 -5.191 -0.050
C 0.238 -1.583 -4.571 -0.038
C 0.227 -1.655 -3.185 -0.082
N -0.441 -0.789 -2.435 0.058
H -2.571 2.161 3.383 0.104
H 1.937 1.861 4.063 0.114
H 3.823 0.317 4.698 0.103
H 3.798 -2.013 3.798 0.102
H 1.961 -2.668 2.238 0.119
H -4.505 1.914 -1.158 0.104
H -1.826 1.089 -4.823 0.118
H -0.483 -0.484 -6.269 0.107
H 0.802 -2.309 -5.139 0.108
H 0.757 -2.436 -2.661 0.115
O 4.949 -3.069 -0.920 0.130
C 3.900 -2.505 -0.752 -0.255
C 2.548 -3.162 -0.510 -0.321
O 2.336 -4.359 -0.467 0.087
C 1.621 -2.056 -0.356 -0.382
C 2.239 -0.820 -0.489 -0.338
O 1.584 0.273 -0.373 -0.103
C 3.685 -0.994 -0.723 -0.276
O 4.545 -0.153 -0.855 0.108
O 0.343 -2.128 -0.103 -0.208
```

Computed properties:
HOMO level (alpha / beta): -0.1873 / -0.1907 Eh
HOMO-LUMO gap (alpha / beta): 6.67 / 6.64 eV
charge: -1
total energy: -72192.2265 eV

[3]
Entry from OMol25: C23H13BrF3N2O2Rh as an isolated structure (ωB97M-V/def2-TZVPD).

Structure (XYZ):
```
45
Properties=species:S:1:pos:R:3:lowdin_charge:R:1
Rh -0.215 0.362 -0.123 1.027
F 4.865 2.308 0.620 0.070
C 3.583 2.560 0.314 -0.266
C 2.650 1.517 0.342 -0.061
C 1.337 1.719 0.027 -0.162
C 0.856 3.108 -0.336 -0.320
C 1.942 4.131 -0.330 -0.200
F 1.562 5.371 -0.682 0.099
C 3.233 3.875 -0.026 0.062
C -1.410 3.190 0.620 -0.333
C -2.354 4.099 1.115 0.029
C -3.666 3.713 1.202 -0.044
C -4.030 2.427 0.791 -0.061
C -3.046 1.595 0.329 -0.117
N -1.749 1.958 0.254 0.027
H 3.008 0.530 0.613 0.109
H 3.972 4.664 -0.042 0.139
H -2.009 5.084 1.393 0.129
H -4.412 4.403 1.572 0.114
H -5.054 2.088 0.835 0.106
H -3.260 0.585 0.005 0.109
Br 4.395 1.517 -4.716 0.768
C 2.628 1.388 -4.068 -0.656
C 1.820 0.335 -4.482 -0.169
N 0.575 0.188 -4.057 0.084
C 0.082 1.090 -3.217 -0.110
C 0.823 2.174 -2.753 -0.134
C 2.137 2.318 -3.177 -0.040
C 0.193 3.078 -1.748 -0.289
O -0.817 3.681 -1.990 0.167
O -0.143 3.629 0.594 0.053
H 2.200 -0.406 -5.175 0.107
H -0.943 0.953 -2.874 0.120
H 2.762 3.129 -2.827 0.119
F -1.304 -5.673 -0.761 0.050
C -1.061 -4.353 -0.614 -0.293
C -0.799 -3.592 -1.735 -0.021
C -0.548 -2.235 -1.574 -0.129
C -0.561 -1.633 -0.309 -0.298
C -0.822 -2.453 0.795 -0.139
C -1.078 -3.811 0.655 -0.028
H -0.792 -4.061 -2.711 0.117
H -0.337 -1.653 -2.464 0.064
H -0.826 -2.033 1.795 0.086
H -1.283 -4.448 1.505 0.115
```

Computed properties:
HOMO level (alpha / beta): -0.2672 / -0.3293 Eh
2S+1: 5
energy above the lowest of the compared OMol25 structures with the same formula, charge and spin: 0.0 kJ/mol
HOMO-LUMO gap (alpha / beta): 7.05 / 7.78 eV
expectation value of S²: 6.05
total energy: -112335.0831 eV

[4]
Entry from OMol25: C23H14Cl2CrN5O3S as an isolated structure in a non-equilibrium geometry (ωB97M-V/def2-TZVPD).

Structure (XYZ):
```
49
Properties=species:S:1:pos:R:3:lowdin_charge:R:1
Cr -0.293 -0.048 0.049 0.421
Cl 1.058 3.350 -5.712 0.575
C 0.925 2.933 -4.020 -0.701
C 0.219 1.785 -3.677 -0.048
C 0.111 1.411 -2.338 -0.190
N -0.634 0.363 -1.837 -0.011
C -1.873 0.076 -2.356 -0.473
O -2.201 0.056 -3.556 -0.029
C -2.813 -0.087 -1.249 -0.215
C -4.178 -0.315 -1.454 -0.044
C -5.054 -0.298 -0.396 -0.135
C -4.533 -0.057 0.895 -0.115
C -3.180 0.140 1.039 -0.164
N -2.301 0.141 0.018 -0.056
C 0.735 2.210 -1.325 -0.174
C 1.419 3.367 -1.696 -0.044
C 1.515 3.714 -3.040 -0.702
Cl 2.387 5.167 -3.470 0.572
N 0.522 1.729 -0.050 0.016
C 0.982 2.313 1.080 -0.458
O 1.519 3.435 1.191 -0.036
C 0.788 1.428 2.236 -0.175
C 1.268 1.781 3.498 -0.036
C 1.184 0.897 4.550 -0.122
C 0.605 -0.361 4.310 -0.103
C 0.127 -0.641 3.051 -0.158
N 0.181 0.213 2.012 0.002
H -0.261 1.181 -4.431 0.094
H -4.504 -0.492 -2.471 0.102
H -6.117 -0.462 -0.538 0.072
H -5.180 -0.028 1.762 0.077
H -2.754 0.301 2.024 0.100
H 1.853 3.996 -0.936 0.087
H 1.714 2.762 3.597 0.103
H 1.566 1.147 5.533 0.078
H 0.531 -1.101 5.097 0.083
H -0.338 -1.599 2.841 0.075
O 1.579 -0.814 -0.252 -0.172
N 1.814 -2.090 -0.130 -0.192
C 3.102 -2.494 -0.253 -0.036
C 3.462 -3.807 -0.128 -0.110
C 2.479 -4.770 0.114 -0.118
C 1.166 -4.350 0.208 -0.120
C 0.809 -3.002 0.088 -0.643
S -0.804 -2.447 0.210 0.733
H 3.792 -1.690 -0.462 0.130
H 4.507 -4.071 -0.226 0.087
H 2.729 -5.817 0.229 0.086
H 0.366 -5.057 0.371 0.090
```

Computed properties:
HOMO level (alpha / beta): 0.0262 / 0.0338 Eh
2S+1: 2
HOMO-LUMO gap (alpha / beta): 3.82 / 3.62 eV
expectation value of S²: 0.80
charge: -2
total energy: -101973.7271 eV